1.
C6H13N4OP | ωB97M-V/def2-TZVPD

```
! wB97M-V def2-TZVPD RIJCOSX def2/J DEFGRID3
* xyz 0 1
C 1.459 -2.122 1.534
C 1.661 -1.119 -0.321
C 2.250 -0.725 -1.636
C 0.835 1.716 0.649
C -1.334 0.754 1.318
C -2.825 0.018 -1.365
N 2.368 -1.814 0.668
N 0.394 -1.143 -0.010
N 0.173 -1.820 1.113
N -0.587 1.518 0.413
O -2.662 1.426 -1.260
P -1.120 2.009 -1.066
H 1.703 -2.619 2.449
H 3.371 -0.903 -1.600
H 1.751 -1.373 -2.287
H 2.070 0.355 -1.823
H 1.017 2.537 1.323
H 1.236 0.967 1.256
H 1.380 1.656 -0.274
H -2.354 0.909 1.351
H -1.103 -0.369 1.272
H -1.077 0.959 2.340
H -2.205 -0.326 -2.195
H -3.874 -0.065 -1.464
H -2.526 -0.427 -0.384
*
```

The calculation puts the energy above the lowest of the compared OMol25 structures with the same formula, charge and spin at 114.4 kJ/mol. For the HOMO energy, the calculation gives -7.4 eV. The HOMO-LUMO gap comes out at 5.1 eV. Its LUMO energy is -2.23 eV.

***

2.
C2H3NOS | ωB97M-V/def2-TZVPD

```
! wB97M-V def2-TZVPD RIJCOSX def2/J DEFGRID3
* xyz 0 1
O -2.193 -0.752 -0.130
C -1.041 -0.693 0.052
N -0.334 0.498 0.021
C 1.036 0.476 -0.002
S 2.122 -0.759 -0.051
H -0.431 -1.550 0.334
H -0.730 1.390 0.034
H 1.570 1.390 -0.259
*
```

The calculation puts the energy above the lowest of the compared OMol25 structures with the same formula, charge and spin at 39.7 kJ/mol. For the HOMO energy, the calculation gives -8.9 eV. The HOMO-LUMO gap comes out at 8.6 eV. Its LUMO energy is -0.27 eV. As for the SMILES: O=CNC=S.

***

3.
C34H57N3O3SiSr | ωB97M-V/def2-TZVPD

```
! wB97M-V def2-TZVPD RIJCOSX def2/J DEFGRID3
* xyz 0 1
O -2.420 1.181 0.227
O -1.279 3.066 -2.125
C -3.367 0.668 -0.789
C -4.523 -0.050 -0.147
H -2.770 -0.004 -1.425
H -3.690 1.512 -1.414
H -4.175 -0.913 0.439
H -5.207 -0.435 -0.912
H -5.068 0.632 0.518
C -2.764 2.448 0.889
C -3.685 3.343 0.099
H -1.787 2.936 1.036
H -3.189 2.179 1.868
H -3.200 3.724 -0.806
H -3.929 4.215 0.711
H -4.632 2.863 -0.175
C -0.272 4.061 -1.461
C -1.452 2.996 -3.670
C -0.963 5.375 -1.269
H 0.589 4.086 -2.133
H -0.027 3.583 -0.506
H -1.310 5.787 -2.222
H -0.246 6.076 -0.822
H -1.807 5.284 -0.574
C -1.897 4.315 -4.207
H -2.203 2.208 -3.797
H -0.491 2.657 -4.055
H -2.872 4.615 -3.806
H -2.019 4.204 -5.289
H -1.165 5.108 -4.026
H -0.894 2.138 -1.960
N 0.146 -2.710 1.079
C 1.229 -3.479 0.962
C 2.519 -2.941 0.783
C 2.931 -1.605 0.934
C 1.110 -4.990 0.957
H 0.525 -5.336 0.097
H 0.633 -5.365 1.868
H 2.109 -5.433 0.899
C 4.369 -1.300 0.550
H 4.984 -1.114 1.440
H 4.416 -0.408 -0.084
H 4.804 -2.145 0.003
N 2.151 -0.633 1.432
C -1.143 -3.262 1.321
C -2.048 -3.368 0.235
C -1.646 -2.941 -1.145
C -3.314 -3.889 0.457
H -3.982 -3.991 -0.402
C -3.736 -4.247 1.735
H -4.736 -4.654 1.889
C -2.859 -4.100 2.812
H -3.182 -4.368 3.818
C -1.566 -3.619 2.624
C -0.691 -3.470 3.825
C 2.749 0.402 2.197
C 2.829 1.714 1.655
C 2.502 1.931 0.212
C 3.324 2.758 2.425
H 3.376 3.766 2.000
C 3.748 2.523 3.731
H 4.111 3.344 4.354
C 3.734 1.216 4.242
H 4.077 1.026 5.255
C 3.272 0.137 3.482
C 3.299 -1.258 4.032
Sr -0.486 -0.222 0.901
H -2.257 -2.102 -1.512
H -1.780 -3.771 -1.854
H -0.597 -2.628 -1.199
H 0.349 -3.232 3.601
H -0.690 -4.397 4.414
H -1.084 -2.678 4.474
H 1.998 2.894 0.057
H 1.878 1.127 -0.197
H 3.414 1.940 -0.403
H 2.383 -1.814 3.788
H 3.374 -1.218 5.123
H 4.148 -1.855 3.668
H 3.294 -3.662 0.497
C 0.089 0.577 -2.017
Si 1.089 -0.348 -3.244
H -0.991 0.382 -1.972
H 0.538 1.544 -1.725
C 0.032 -0.775 -4.735
C 1.881 -1.947 -2.670
C 2.537 0.792 -3.644
H 2.269 1.855 -3.569
H 2.881 0.596 -4.670
H 3.376 0.608 -2.956
H -0.757 -1.496 -4.470
H 0.673 -1.237 -5.500
H -0.451 0.110 -5.171
H 1.192 -2.604 -2.125
H 2.735 -1.754 -2.008
H 2.247 -2.506 -3.544
O 0.365 -0.370 5.281
C -0.212 -0.073 4.272
N -0.769 0.220 3.241
*
```

The calculation puts the energy above the lowest of the compared OMol25 structures with the same formula, charge and spin at 0.0 kJ/mol. For the HOMO energy, the calculation gives -6.4 eV. The HOMO-LUMO gap comes out at 6.2 eV. Its LUMO energy is -0.24 eV.

***

4.
C30H32EuN4O8Si | ωB97M-V/def2-TZVPD

```
! wB97M-V def2-TZVPD RIJCOSX def2/J DEFGRID3
* xyz 0 8
Eu 0.479 -0.379 0.889
C -1.799 -3.241 3.501
C -1.127 -3.099 2.170
C 0.257 -3.317 2.071
C 0.889 -3.390 0.826
C 2.261 -3.989 0.671
C 0.130 -3.092 -0.325
C -1.242 -2.820 -0.244
C -2.040 -2.567 -1.485
C -1.860 -2.864 1.011
H -1.218 -2.747 4.278
H -1.870 -4.296 3.765
H -2.805 -2.829 3.482
H 0.803 -3.581 2.967
H 2.569 -4.489 1.585
H 3.012 -3.247 0.410
H 2.230 -4.732 -0.128
H 0.560 -3.264 -1.307
H -2.402 -1.537 -1.495
H -2.914 -3.215 -1.521
H -1.440 -2.735 -2.376
H -2.936 -2.768 1.072
C 4.595 1.005 -1.997
Si 3.584 -0.117 -0.846
C 2.325 -1.134 -1.908
C 4.720 -1.208 0.235
N 2.443 0.645 0.231
C 2.530 1.983 0.506
C 3.739 2.642 0.779
C 3.771 3.991 1.051
C 2.605 4.745 1.007
C 1.394 4.131 0.732
C 1.352 2.768 0.508
O 0.135 2.104 0.239
C -0.921 2.681 0.951
C -2.000 3.288 0.334
C -3.006 3.847 1.111
C -2.916 3.809 2.491
C -1.834 3.207 3.119
C -0.840 2.627 2.350
H 5.081 0.422 -2.776
H 5.375 1.534 -1.458
H 3.968 1.749 -2.483
H 2.503 -2.203 -1.861
H 2.419 -0.848 -2.951
H 1.275 -0.916 -1.621
H 5.034 -2.109 -0.275
H 4.235 -1.483 1.171
H 5.620 -0.658 0.487
H 4.637 2.048 0.830
H 4.705 4.463 1.309
H 2.629 5.803 1.202
H 0.481 4.708 0.703
H -2.046 3.319 -0.743
H -3.846 4.326 0.630
H -3.688 4.260 3.093
H -1.766 3.199 4.196
H 0.309 2.092 3.818
O -5.839 1.403 4.818
N -4.682 1.111 4.989
O -4.082 1.164 6.037
C -3.924 0.684 3.825
C -2.635 0.220 4.008
C -1.860 -0.100 2.888
C -2.377 0.091 1.536
O -1.611 -0.094 0.542
C -3.739 0.500 1.431
C -4.491 0.790 2.553
N -4.314 0.679 0.119
O -3.659 0.330 -0.840
O -5.411 1.180 0.061
N -0.559 -0.511 2.878
O 0.248 1.947 2.859
O 0.086 -0.702 3.956
H -2.220 0.125 5.001
H -5.520 1.111 2.444
*
```

For the HOMO energy (alpha / beta), the calculation gives -7.1 / -7.7 eV. The HOMO-LUMO gap (alpha / beta) comes out at 6.0 / 7.0 eV. Its LUMO energy (alpha / beta) is -1.11 / -0.69 eV. The expectation value of S² is 15.80.

***

5.
C9H16N3 | ωB97M-V/def2-TZVPD

```
! wB97M-V def2-TZVPD RIJCOSX def2/J DEFGRID3
* xyz 0 2
C 0.554 0.967 3.634
C -1.134 0.345 2.041
N 0.125 0.806 2.209
N -1.864 -0.305 3.087
N -1.656 0.369 0.819
H 0.760 0.910 1.547
H -1.814 -1.305 3.099
H -2.722 0.036 3.350
H -1.210 0.801 -0.049
H -2.736 0.359 0.748
H -0.233 1.637 4.121
H 1.537 1.344 3.726
H 0.663 0.160 4.315
C 1.931 1.113 -3.093
C 0.195 -0.973 -0.417
C -0.693 -1.681 -1.379
C 1.065 -0.081 -1.142
C 1.231 -0.015 -2.508
C -0.500 -1.602 -2.677
C 0.512 -0.873 -3.389
H 0.197 -1.098 0.606
H -1.353 -2.341 -0.816
H 1.472 0.564 -0.373
H -1.107 -2.075 -3.343
H 1.344 1.943 -2.651
H 1.784 0.901 -4.241
H 0.719 -1.103 -4.463
H 2.935 1.197 -2.762
*
```

The calculation puts the energy above the lowest of the compared OMol25 structures with the same formula, charge and spin at 278.5 kJ/mol. For the HOMO energy (alpha / beta), the calculation gives -4.3 / -8.4 eV. The HOMO-LUMO gap (alpha / beta) comes out at 5.2 / 9.1 eV. Its LUMO energy (alpha / beta) is 0.84 / 0.77 eV. The expectation value of S² is 0.75.

***

6.
C4H12N2 | ωB97M-V/def2-TZVPD

```
! wB97M-V def2-TZVPD RIJCOSX def2/J DEFGRID3
* xyz 0 1
C -2.222 1.102 1.051
N -1.115 0.296 0.259
C -0.030 -0.513 0.809
C 0.636 -1.432 -0.278
C 1.243 -0.558 -1.417
N 1.964 0.628 -0.754
H -2.839 0.389 1.547
H -1.693 1.632 1.779
H -2.919 1.816 0.600
H -0.661 1.067 -0.293
H 0.837 -0.022 1.281
H -0.384 -1.095 1.628
H -0.175 -2.081 -0.603
H 1.407 -1.951 0.255
H 0.393 -0.503 -2.181
H 2.083 -1.232 -1.948
H 1.308 1.218 -0.182
H 2.166 1.239 -1.552
*
```

The calculation puts the energy above the lowest of the compared OMol25 structures with the same formula, charge and spin at 214.4 kJ/mol. For the HOMO energy, the calculation gives -8.6 eV. The HOMO-LUMO gap comes out at 9.7 eV. Its LUMO energy is 1.04 eV. As for the SMILES: CNCCCN.